Entry 1:
Computed, not measured: a cluster of 2 separate species, C5H8O in total, with the ωB97M-V functional and the def2-TZVPD basis.

```
14
Properties=species:S:1:pos:R:3:forces:R:3:lowdin_charge:R:1
O 0.72123 1.04972 1.67798 -0.7 -0.2 -0.7 0.14
C -0.07794 0.77601 0.86587 0.4 0.2 0.5 -0.24
C 2.12316 -0.87056 -0.67023 -0.1 -0.2 0.1 -0.08
C 1.65324 -1.72458 0.23479 0.1 0.1 -0.1 -0.08
C -1.00335 0.50583 -0.02598 0.2 0.0 0.1 -0.16
C -2.29229 1.28386 -0.11031 -0.1 0.1 0.0 -0.11
H 1.67849 -1.49347 1.29721 0.0 0.0 -0.2 0.05
H 2.09694 -1.08962 -1.73504 0.0 0.0 0.2 0.05
H -2.28064 2.13875 0.57149 0.0 -0.1 -0.1 0.08
H -2.44240 1.66961 -1.12414 0.0 -0.1 0.2 0.07
H 1.22078 -2.68134 -0.04749 0.1 0.1 0.0 0.05
H -3.15421 0.65858 0.14873 0.1 0.1 -0.1 0.07
H -0.78853 -0.31163 -0.70280 0.0 0.1 0.1 0.10
H 2.54552 0.08882 -0.38008 -0.1 -0.2 0.0 0.06
```
Positions in Å, forces in eV/Å.

Properties
SMILES string: CC=C=O.C=C
HOMO energy: -8.734 eV
Net charge: 0
Frontier orbital gap: 0.3526 Ha
Energy: -270.4832 hartree

Entry 2:
Computed, not measured: a structure of composition C33H77N10O11Pt, with the ωB97M-V functional and the def2-TZVPD basis.

```
132
Properties=species:S:1:pos:R:3:forces:R:3:lowdin_spin:R:1
Pt 0.97652 -1.78039 -1.95775 -0.2 1.0 2.3 1.34
O 2.34554 -1.49466 4.51854 2.9 0.5 -0.7 0.00
O 4.34196 1.32210 0.12401 0.3 -0.2 -0.8 0.00
O -0.47703 5.70827 -1.80063 0.5 -0.6 -0.8 0.00
O -0.54704 -3.07952 -1.11057 -0.4 0.5 -0.4 0.03
O -2.90621 2.40610 -6.84311 0.6 -0.9 3.7 0.00
O 2.50875 -0.36164 -2.71148 -1.2 -0.4 2.0 0.02
O -7.78828 -0.68587 -1.48932 2.8 1.8 -0.5 0.00
O -1.65610 -3.68572 5.16335 -2.1 -0.4 2.6 0.00
O 2.28478 -2.54306 -0.07260 0.8 1.3 0.2 0.07
O -6.11117 -2.63875 5.32184 2.4 0.9 -1.0 0.00
O 0.47215 0.00378 -0.64599 -0.2 0.8 -0.4 0.40
N -0.90588 6.45808 0.30115 0.5 -0.7 -1.4 0.00
N 4.55125 -0.49863 -3.77624 -1.8 1.4 -0.3 0.01
N 3.10569 3.21951 0.24553 -0.9 1.9 -0.8 0.00
N -0.92885 -3.70914 3.05530 -0.7 0.4 -0.5 0.00
N 4.32640 -0.21879 4.41976 0.0 -0.6 0.1 0.00
N -1.82903 2.72067 -4.77239 0.0 -0.9 -0.9 0.00
N -4.70046 -1.45589 3.96109 -0.6 1.6 -1.0 0.00
N 4.44847 -2.27957 0.65126 -2.6 0.8 -0.2 0.02
N -2.38905 -4.18420 -1.82704 -0.4 2.7 2.1 0.01
N -5.67711 -0.55469 -2.40926 0.7 -0.3 -0.2 0.00
C 0.22452 -3.62574 2.21833 0.7 -1.2 -1.0 0.00
C 4.82890 -3.58422 0.04228 -1.3 0.6 0.2 0.00
C 3.25334 -0.11917 -3.63210 2.4 -1.4 -2.6 0.01
C -4.42456 0.15703 -2.49215 0.3 1.2 -0.2 0.00
C -1.80229 -3.14078 -1.21882 1.5 -1.3 -1.3 0.01
C 3.65413 1.01691 4.11087 -0.4 0.3 -0.3 0.00
C -1.70323 -5.22101 -2.54439 0.7 -0.3 0.1 0.00
C 5.45925 -1.37145 1.13778 -0.2 0.3 0.2 0.00
C -1.18719 7.54181 1.15382 -0.4 0.8 2.1 0.00
C -5.73734 -0.84215 3.06109 -0.1 -0.2 0.8 0.00
C -1.53316 1.26544 0.31928 2.2 -0.1 -0.8 0.01
C 5.13906 -0.30572 -5.14648 0.4 -0.1 0.8 0.00
C 3.37294 1.98613 -0.22160 -0.5 0.0 1.9 0.00
C -2.74766 2.14586 -5.61756 0.3 1.4 -1.9 0.00
C 1.73844 3.76812 -0.03585 0.5 -0.9 1.4 0.00
C -0.79781 -3.44639 4.39454 1.2 0.1 -2.6 0.00
C -2.09443 -4.40471 2.48016 -0.1 -0.9 0.8 0.00
C -0.59111 6.62920 -1.03372 -1.3 -0.3 1.4 0.00
C -5.89022 -1.61532 -3.38297 -1.6 0.1 -0.3 0.00
C -4.95791 -2.32214 4.92251 -3.7 -2.3 1.6 0.00
C 3.59655 -1.38412 4.45146 -1.2 0.5 1.0 0.00
C 4.07446 4.14178 0.85498 -0.4 0.4 0.1 0.00
C -0.84647 3.67730 -5.20533 0.1 0.6 0.8 0.00
C -1.61641 2.21627 -3.42468 -0.7 -0.5 0.5 0.00
C -0.39823 0.20380 0.43329 -0.7 -1.5 1.2 0.04
C -6.67543 -0.10875 -1.59474 -2.1 -2.7 0.5 0.00
C 3.13946 -1.79503 0.49430 1.5 -2.8 -1.3 0.01
C -3.30626 -1.09045 3.67308 -2.0 0.1 -0.3 0.00
C -1.21235 5.14167 0.87526 0.5 -0.3 -0.6 0.00
C 0.37007 0.41294 1.76510 0.8 0.4 -0.6 0.01
C 5.43511 -1.08366 -2.74280 0.2 0.2 -1.6 0.00
C 5.81801 -0.15985 4.55725 -1.0 -0.9 0.0 0.00
C -3.83275 -4.16632 -1.69744 -0.3 -1.7 -0.4 0.00
H -1.10161 4.20441 -6.12466 -0.1 -0.3 0.1 0.00
H -4.27068 -3.45901 -0.99315 0.5 0.6 -0.4 0.00
H -6.66339 -2.27718 -2.99276 0.4 -0.4 0.3 0.00
H -4.10229 -2.89447 5.31308 0.3 0.6 0.0 0.00
H -2.63777 -1.32009 4.50283 -0.1 -0.3 -0.4 0.00
H 0.14943 3.23585 -5.24265 0.1 -0.1 -0.4 0.00
H -6.73878 -1.24347 3.21655 0.4 -0.7 0.2 0.00
H -3.77521 -0.20907 -3.28739 -0.3 -0.3 0.0 0.00
H -3.01966 -4.37691 3.05573 0.3 0.8 0.4 0.00
H 0.73943 1.42704 1.91764 -0.6 0.6 -0.1 0.00
H -1.04150 1.30026 -3.28869 0.1 -0.5 -0.8 0.00
H -3.39149 -0.01016 3.55559 0.8 0.1 -0.4 0.00
H 4.12634 -4.34552 0.38128 0.1 0.0 0.2 0.00
H 2.58940 0.98325 4.34174 0.1 -0.3 0.2 0.00
H 0.18329 -2.93821 1.37353 -0.2 0.4 0.3 0.00
H -2.26266 5.02234 1.14116 -0.2 0.2 -0.3 0.00
H -0.66016 4.87744 1.77713 0.3 0.8 0.3 0.00
H -0.57848 7.67886 -1.36578 0.3 0.1 0.3 0.00
H -2.11841 1.14278 -0.59205 -0.1 0.0 0.2 0.00
H -5.48347 -0.92296 2.00415 0.4 -0.5 0.0 0.00
H 5.84603 -3.89714 0.27814 -0.1 0.4 0.0 0.00
H 4.26699 -2.25380 4.53132 -0.2 -0.1 -0.1 0.00
H -2.05065 -5.24675 -3.57722 0.2 0.1 -0.1 0.00
H 6.11586 -0.20863 5.60464 -0.1 0.2 0.0 0.00
H -5.93267 0.22269 3.18781 0.7 0.3 0.6 0.00
H 4.10073 1.85672 4.64319 0.0 -0.1 -0.1 0.00
H 2.90967 -0.77111 0.82746 0.4 -0.4 -0.1 0.00
H 6.01294 0.33688 -5.03923 0.3 -0.4 -0.1 0.00
H -6.39168 -1.25350 -4.28059 0.1 0.5 -0.2 0.00
H -3.37160 1.48116 -5.00025 -0.3 -0.3 -0.6 0.00
H 1.34951 -0.06323 1.71965 -0.4 -0.8 0.2 0.00
H -0.88520 4.35913 0.19064 -0.5 0.3 -0.3 0.00
H -5.00309 -2.12529 -3.75853 0.2 0.1 0.7 0.00
H -4.60109 1.20633 -2.72861 -0.1 0.2 -0.2 0.00
H -3.21072 -1.65659 2.74655 1.6 0.5 -0.2 0.00
H -0.90201 8.55916 0.88591 0.3 -0.4 -0.7 0.00
H -1.04463 2.86314 -2.75931 -0.4 0.8 -0.4 0.00
H -0.69636 7.30416 2.09759 0.2 0.4 0.3 0.00
H 1.16528 2.98003 -0.52421 0.1 0.3 -0.5 0.00
H 0.17583 -2.98126 4.61336 0.0 0.0 0.2 0.00
H 1.16955 -3.53821 2.75440 -0.3 0.6 0.3 0.00
H -3.81938 0.21046 -1.58716 -0.2 -0.5 0.4 0.00
H 1.25747 3.84766 0.93905 0.0 0.2 0.2 0.00
H 4.92498 3.63105 1.30649 0.0 0.0 -0.5 0.00
H 6.24558 0.73400 4.10303 -0.4 0.0 -0.1 0.00
H 6.32725 -0.45882 -2.78474 0.2 -0.3 0.2 0.00
H -2.37388 -4.18342 1.45009 0.5 0.8 -0.1 0.00
H 3.66831 4.80501 1.61870 -0.8 -0.8 0.7 0.00
H -4.21424 -4.08278 -2.71508 -0.7 -0.1 0.3 0.00
H 5.62963 -2.05720 -3.19279 0.5 -0.3 0.7 0.00
H -0.88243 2.13400 0.21803 -0.8 0.8 0.0 0.00
H -6.34480 0.68740 -0.90988 -0.2 0.2 -0.2 0.00
H 3.73292 1.15066 3.03198 0.0 0.5 -0.2 0.00
H -1.94410 -5.48423 2.46920 0.6 -0.3 -0.1 0.00
H -2.11312 1.28436 1.24199 0.0 0.1 -0.2 0.00
H -1.82621 -6.22150 -2.12967 -0.5 0.1 0.3 0.00
H 6.14866 -1.14729 0.32380 0.4 -0.1 0.3 0.00
H 5.93532 -1.75938 2.03831 0.3 -0.1 -0.3 0.00
H 4.53535 0.17365 -5.91709 -0.7 0.3 0.8 0.00
H -2.59695 2.03799 -2.98325 0.1 0.1 0.3 0.00
H 2.47048 1.57988 -0.70403 0.4 -0.3 -0.5 0.00
H 2.93674 0.28322 -4.60680 -0.6 0.4 0.4 0.00
H 5.33918 -1.26965 -5.61433 0.5 -0.1 0.4 0.00
H -2.50468 -2.37040 -0.86476 0.4 -0.1 0.1 0.00
H 4.98899 -0.42448 1.40275 0.0 -0.1 -0.1 0.00
H -4.07446 -5.11513 -1.21845 -0.5 -0.3 -0.5 0.00
H -0.18727 0.10702 2.65047 0.1 -0.1 -0.1 0.00
H -2.24209 7.59655 1.42269 -0.3 -0.1 -0.2 0.00
H 6.25414 -1.02748 4.06217 0.0 0.0 0.0 0.00
H -0.97762 -0.70159 0.61406 0.1 -0.8 -0.1 0.02
H 0.33207 -4.60720 1.75653 0.1 -0.3 -0.4 0.00
H 4.63144 -3.49547 -1.02601 0.4 -0.2 -0.2 0.00
H -0.63792 -5.01719 -2.43638 -0.1 0.1 -0.5 0.00
H 5.10495 -1.13594 -1.70533 -0.7 0.2 -0.5 0.00
H 4.31540 4.96969 0.18819 0.7 -0.6 -0.8 0.00
H -0.83569 4.34530 -4.34408 0.4 0.7 -0.4 0.00
H 1.63620 4.74705 -0.50419 0.6 -0.2 -0.4 0.00
```
Positions in Å, forces in eV/Å.

Properties
Spin multiplicity: 3
HOMO energy (spin up / spin down): -10.419 / -10.419 eV
Net charge: +1
Frontier orbital gap (spin up / spin down): 0.2681 / 0.2173 Ha
Energy: -2797.6314 hartree
Expectation value of S²: 2.012

Entry 3:
Computed, not measured: an isolated molecule of C8H9N3, with the ωB97M-V functional and the def2-TZVPD basis.

```
20
Properties=species:S:1:pos:R:3:forces:R:3:lowdin_charge:R:1
N 1.06708 0.84852 -1.42542 -1.3 0.9 0.5 -0.21
N -2.10827 -1.49696 2.49003 -1.6 1.3 -0.3 0.07
N 2.08028 -0.00012 -1.48479 -0.1 -1.1 0.5 0.07
C 1.81719 -0.95904 -0.57686 2.3 -0.4 -1.4 -0.09
C -0.90421 1.15754 0.12501 0.0 -0.3 0.0 -0.03
C 0.62470 -0.68416 0.14278 -0.3 -1.0 -1.4 -0.17
C -1.65900 0.54536 1.08656 -0.4 -0.9 1.0 -0.02
C 0.94960 2.06061 -2.21665 -0.1 2.0 1.2 -0.04
C -0.31398 -1.44565 0.88876 2.5 -1.1 1.1 -0.01
C 0.21532 0.51365 -0.41972 -0.6 0.0 0.4 -0.22
C -1.39152 -0.85494 1.44802 -0.7 1.6 0.2 -0.32
H 2.61472 -1.76154 -0.60835 -1.5 0.8 0.6 0.12
H -3.11145 -1.24476 2.51253 0.9 0.2 0.0 0.09
H -2.13577 -2.48407 2.41912 0.6 -1.1 -0.2 0.06
H 1.51846 2.90650 -1.55750 -1.2 -1.6 -2.0 0.12
H -1.08376 2.14224 -0.20064 -0.6 1.2 -0.1 0.08
H -2.40917 1.13413 1.67481 0.6 -0.7 -0.8 0.12
H 1.49020 1.85422 -3.21385 -1.3 0.7 1.5 0.10
H 0.06812 -2.42531 1.27304 -0.7 0.7 -0.4 0.13
H -0.25360 2.41826 -2.22524 3.5 -1.2 -0.5 0.14
```
Positions in Å, forces in eV/Å.

Properties
SMILES string: Cn1ncc2cc(N)ccc21
HOMO energy: -7.836 eV
Net charge: 0
Frontier orbital gap: 0.3210 Ha
Energy: -474.4579 hartree

Entry 4:
Computed, not measured: a cluster of 2 separate species, C4H6O2 in total, with the ωB97M-V functional and the def2-TZVPD basis.

```
12
Properties=species:S:1:pos:R:3:forces:R:3:lowdin_charge:R:1
O 0.73530 2.69655 -0.00563 -0.5 0.0 0.2 -0.03
O -0.46897 -1.60113 1.03064 0.0 -0.1 0.2 -0.04
C -0.22721 -0.56301 0.11867 1.0 -0.8 -0.6 -0.32
C 1.04117 -0.35464 -0.27215 0.4 0.4 0.3 0.11
C -0.33079 2.41972 0.48412 0.2 0.2 -0.1 -0.18
C -0.64271 -1.89154 -0.35555 -0.8 -0.5 -0.5 -0.11
H -1.60524 -2.01501 -0.80948 -0.6 -0.3 0.3 0.10
H 1.21451 0.18293 -1.19566 0.1 -0.1 0.0 0.09
H 0.14878 -2.58412 -0.68201 -0.5 0.2 -0.2 0.12
H -1.28295 2.52909 -0.07113 0.1 0.0 0.0 0.08
H -0.43212 2.04686 1.52150 0.1 0.1 -0.1 0.08
H 1.85022 -0.86569 0.23668 0.4 0.8 0.5 0.10
```
Positions in Å, forces in eV/Å.

Properties
SMILES string: C=C1CO1.C=O
HOMO energy (spin up / spin down): -8.792 / -8.790 eV
Net charge: 0
Frontier orbital gap (spin up / spin down): 0.3109 / 0.3108 Ha
Energy: -306.2850 hartree

Listing ΔE to the lowest compared entry with this formula, charge and spin for the structures above in their given order: 46.90 60.60 35.81 138.84 kcal per mole.
Listing strongest force on any atom for the structures above in their given order: 0.95 4.59 3.77 1.44 eV Å⁻¹.